The following is a DFT calculation (wB97M-V/def2-TZVPD) of a molecular structure, C26H53Cl2CsFKN2NaO10P in a non-equilibrium geometry.

Atoms and positions in Å:
H -0.0076 -3.1038 -2.7662
H -5.4568 -6.9445 0.3258
P 0.2883 -1.9168 -1.9513
H -5.1635 1.0313 -2.1024
H 4.6734 0.3061 2.9174
H 4.0770 6.7674 1.0203
C -1.3912 -3.7948 -1.0299
H -3.4456 -0.9726 3.9506
H -6.0336 -0.8243 4.4061
C -5.8583 0.5406 2.4693
H -4.8244 -6.3095 -1.9277
H 5.3823 9.8351 3.2261
O 0.7503 -0.5297 -1.0078
H -3.3419 0.9101 3.8216
H -5.9217 1.0559 4.6920
H 1.2709 -1.9317 1.1303
H -5.1996 -5.2065 2.2863
C -4.8353 -0.1991 1.3749
C 4.2560 5.7532 2.7443
H 2.3008 0.0986 1.4358
H -4.6917 -1.3067 1.7959
H -3.4900 -1.5952 -1.1872
C -4.5196 -6.2428 0.3531
H -3.6563 0.1322 5.5161
C 4.5158 9.3555 2.7632
H -3.0344 -6.5046 -1.3548
C 1.8813 0.2065 -1.5823
H -2.6729 -3.1985 -2.9540
C -4.5543 0.4162 -1.3084
C -4.7708 -4.8896 1.2446
C -3.5618 -0.7330 -2.0097
H 8.3417 -1.2863 -3.3192
O 3.2915 6.0055 -1.8031
C 3.3421 0.2137 0.8886
H -5.7940 1.7051 2.3664
O 8.6392 -0.8984 -2.4825
O -0.9607 -2.4056 -0.8521
C 4.9160 8.0219 2.2150
H -2.2126 0.9932 -2.6342
F 6.6993 -1.6120 -3.0549
C -5.5076 0.1604 4.0359
C 3.3402 0.2663 -0.7660
H -3.2950 -6.6173 1.9520
H -1.7476 0.1945 -0.9919
H 3.4529 5.0458 2.5243
H 1.3141 -1.6119 -2.9589
Cl 2.5876 6.2538 -3.0463
H 2.4667 -3.3987 1.0792
O 1.8593 0.9260 -2.7275
C -2.5612 -4.0404 -2.1504
C -2.0674 -0.0581 -2.0874
Na -3.7825 -3.4149 2.9371
K 5.2846 2.7651 -0.9009
C -5.4757 -0.2908 -0.1406
H -3.7346 -4.3298 1.3168
N -3.8583 -4.3871 -1.4262
H -0.5407 -4.5687 -1.2446
O 1.2167 5.7973 -2.9250
C 4.7442 0.3221 1.7380
H 7.1925 0.6597 -1.3632
H -3.8325 1.1704 -0.7443
N 3.9515 7.0050 2.0102
H -3.8040 0.3537 1.4222
O 3.2420 5.5372 -4.1236
C -0.9714 -0.8865 -2.9758
H 3.7402 9.2319 3.5233
H 3.0080 7.3507 2.1918
H -1.8666 -4.1269 0.0143
Cs 6.4895 -1.7023 -0.6762
H 5.2114 5.3529 2.3934
C 6.1730 0.5318 -0.7821
H 7.1627 0.6214 1.4938
Cl 0.5230 4.1619 -1.9952
C 1.6688 -2.8949 -1.0174
H 4.1377 9.9814 1.9509
H -6.5982 0.0758 -0.1264
C 6.1450 0.5051 0.8810
H 0.5934 -3.7055 0.9365
C 4.7500 0.4215 -1.6507
H -2.2609 -5.0250 -2.7553
H -4.6496 -4.0759 -2.0554
O 2.6003 7.6750 -3.3334
H 8.9295 -1.6617 -1.9609
C -3.9053 0.0247 4.3613
C 1.4632 -2.9598 0.6064
O 6.0195 7.7300 1.7971
H -5.5227 -1.4514 -0.4093
H -6.9820 0.2090 2.2920
H 1.5727 -4.0180 -1.4112
H 2.7423 -2.5395 -1.3646
H 4.2831 5.9741 3.8143
H -0.3783 -0.0714 -3.6157
O -3.4459 -7.0334 1.0426
H -5.5896 -4.2546 0.6658
H 4.7545 0.4618 -2.8438
H -3.9784 -1.1265 -3.0312
C -4.0071 -5.8748 -1.1960
H -1.4846 -1.5825 -3.7990

Summary:
Kohn-Sham gap: 0.048 Eh
Net charge: 0

Charges in e, computed with Löwdin, in the same order as the atoms: number 1, H, carries 0.00; number 2, H, carries 0.15; number 3, P, carries 0.47; number 4, H, carries 0.11; number 5, H, carries 0.10; number 6, H, carries 0.18; number 7, C, carries -0.25; number 8, H, carries 0.04; number 9, H, carries 0.10; number 10, C, carries -0.21; number 11, H, carries 0.13; number 12, H, carries 0.10; number 13, O, carries -0.27; number 14, H, carries 0.10; number 15, H, carries 0.11; number 16, H, carries 0.05; number 17, H, carries 0.09; number 18, C, carries -0.19; number 19, C, carries 0.01; number 20, H, carries 0.10; number 21, H, carries 0.07; number 22, H, carries 0.09; number 23, C, carries -0.30; number 24, H, carries 0.09; number 25, C, carries 0.02; number 26, H, carries 0.13; number 27, C, carries -0.29; number 28, H, carries 0.11; number 29, C, carries -0.20; number 30, C, carries -0.11; number 31, C, carries -0.21; number 32, H, carries 0.02; number 33, O, carries -0.45; number 34, C, carries 0.00; number 35, H, carries 0.12; number 36, O, carries -0.22; number 37, O, carries -0.38; number 38, C, carries -0.47; number 39, H, carries 0.12; number 40, F, carries -0.83; number 41, C, carries -0.26; number 42, C, carries -0.03; number 43, H, carries 0.09; number 44, H, carries 0.11; number 45, H, carries 0.10; number 46, H, carries 0.02; number 47, Cl, carries 0.62; number 48, H, carries 0.06; number 49, O, carries -0.04; number 50, C, carries -0.19; number 51, C, carries -0.24; number 52, Na, carries 0.62; number 53, K, carries 0.83; number 54, C, carries -0.21; number 55, H, carries 0.04; number 56, N, carries -0.12; number 57, H, carries 0.11; number 58, O, carries -0.75; number 59, C, carries -0.06; number 60, H, carries 0.09; number 61, H, carries 0.11; number 62, N, carries 0.07; number 63, H, carries 0.12; number 64, O, carries -0.36; number 65, C, carries -0.28; number 66, H, carries 0.09; number 67, H, carries 0.19; number 68, H, carries 0.10; number 69, Cs, carries 1.58; number 70, H, carries 0.10; number 71, C, carries -0.72; number 72, H, carries 0.10; number 73, Cl, carries 0.03; number 74, C, carries -0.33; number 75, H, carries 0.11; number 76, H, carries 0.11; number 77, C, carries -0.32; number 78, H, carries 0.06; number 79, C, carries -0.20; number 80, H, carries 0.12; number 81, H, carries 0.12; number 82, O, carries -0.37; number 83, H, carries -0.01; number 84, C, carries -0.15; number 85, C, carries -0.18; number 86, O, carries 0.12; number 87, H, carries 0.10; number 88, H, carries 0.11; number 89, H, carries 0.08; number 90, H, carries 0.08; number 91, H, carries 0.11; number 92, H, carries 0.09; number 93, O, carries -0.12; number 94, H, carries 0.12; number 95, H, carries 0.15; number 96, H, carries 0.11; number 97, C, carries -0.16; number 98, H, carries 0.08